No. 1
C15H24CoN6O6 | ωB97M-V/def2-TZVPD

Its net charge is 0. For the calculated total energy, the calculation gives -74784.3473 eV. Its expectation value of S² is 3.948. Its spin multiplicity is 4. The energy above the lowest of the compared OMol25 structures with the same formula, charge and spin is 3.529 eV. The calculation puts the frontier orbital gap (spin up / spin down) at 6.155 / 4.989 eV.

Geometry as XYZ:
```
52
Properties=species:S:1:pos:R:3:forces:R:3
O -0.681343 -1.306767 -3.967110 2.780 -1.874 -3.459
H -0.883939 -1.468798 -4.921979 0.724 0.155 0.978
Co -0.169876 0.167832 -0.992130 -2.713 -0.760 4.185
N 1.259248 -1.027184 -1.048083 3.052 -0.516 -0.668
N -0.958580 -1.629814 -0.482501 -0.897 -1.773 -0.144
N 0.630263 1.749538 -0.486834 0.052 2.894 0.858
N -1.464733 1.025488 0.259852 -0.533 3.622 1.282
O 2.458470 -0.567849 -1.132614 -1.027 -0.774 0.006
O 1.951380 1.923298 -0.682836 0.459 -0.464 -0.549
O -2.406186 0.410565 0.967323 -0.188 -1.317 -0.663
O -2.044050 -1.891200 0.188274 1.205 0.327 -0.877
C -0.253874 -2.710944 -0.910520 -0.147 0.646 -0.024
C 1.031156 -2.336818 -1.367947 -0.368 0.568 0.037
C -0.056657 2.785739 0.024310 2.696 -2.106 -1.425
C -1.271400 2.323750 0.593682 -1.483 -3.236 -0.688
C 2.015957 -3.164956 -2.129682 0.167 -0.300 0.343
H 1.940454 -2.970633 -3.215276 -0.143 0.180 0.499
H 1.812534 -4.232474 -1.974018 0.077 0.299 -0.044
H 3.044184 -2.951690 -1.803611 -0.365 0.016 -0.122
C -0.855802 -4.077599 -0.826493 0.232 -0.052 -0.103
H -1.841391 -4.032966 -1.343986 0.642 -0.241 0.448
H -1.001844 -4.351700 0.246087 -0.022 0.139 -0.846
H -0.179273 -4.808486 -1.316619 -0.619 0.377 0.343
C 0.513586 4.148533 0.105047 -0.009 0.523 0.161
C -2.133783 3.070191 1.562625 0.040 -0.078 0.067
H 1.114823 4.386448 -0.783668 -0.112 -0.215 0.343
H 1.128671 4.310082 1.001789 -0.020 -0.179 -0.226
H -0.312873 4.859177 0.161551 0.055 0.046 -0.010
H -2.809570 2.341867 2.050663 0.353 0.590 -0.260
H -2.728141 3.828102 1.011270 0.265 -0.338 0.431
H -1.503406 3.574975 2.326308 -0.452 -0.210 -0.452
H 2.261990 0.935776 -0.859201 0.010 0.944 -0.271
H -2.273358 -0.634480 0.646702 -0.953 0.949 0.343
C -2.083651 -0.063174 -2.756585 -3.532 1.081 0.253
H -1.850780 -0.981183 -3.452205 -0.446 1.071 1.697
H -1.850971 0.863062 -3.309770 -0.200 -0.180 0.546
H -2.981911 0.025618 -2.126286 0.291 0.299 0.274
O 0.451913 0.509055 -2.729264 1.163 1.453 -3.046
H 0.041782 -0.090472 -3.521884 -0.183 -0.420 0.320
H 0.538915 1.464446 -2.919948 -0.184 -0.959 -0.298
N 3.833190 2.118731 4.002704 -1.695 -1.232 -0.461
C 2.918856 1.437641 3.753948 1.418 0.986 0.522
C 1.787734 0.598100 3.433745 -0.046 -0.142 -0.411
C 0.974393 0.025419 4.419674 -0.060 0.006 0.365
C -0.098801 -0.770084 4.030188 0.101 0.076 -0.681
C -0.330525 -0.933906 2.649355 0.204 0.105 1.074
N 0.427840 -0.367040 1.722738 0.546 -0.245 0.001
C 1.493926 0.345701 2.083717 -0.475 -0.052 0.833
H 1.201108 0.208404 5.478880 -0.152 -0.110 -0.530
H -0.767026 -1.261271 4.736601 0.301 0.210 -0.062
H -1.156664 -1.555393 2.305758 0.162 0.175 0.049
H 2.118032 0.749347 1.298283 0.030 0.036 0.060
```
Forces are in eV/Å.



No. 2
C15H24CrN2O4S | ωB97M-V/def2-TZVPD

Its net charge is +3. For the calculated total energy, the calculation gives -66342.3361 eV. Its expectation value of S² is 0.992. Its spin multiplicity is 2. The calculation puts the frontier orbital gap (spin up / spin down) at 6.409 / 6.954 eV.

Geometry as XYZ:
```
47
Properties=species:S:1:pos:R:3:forces:R:3
Cr -0.271300 -1.001901 -0.677407 -0.629 0.288 0.039
C -2.040982 -3.002113 -1.826929 -0.142 0.063 0.108
C -1.184237 -2.457430 -2.990994 0.271 0.064 -0.118
O -0.486722 -1.231980 -2.570808 -0.291 0.035 -0.151
C -0.620746 0.005014 -3.353835 0.204 -0.199 -0.093
C -0.998465 1.177480 -2.421239 -0.146 0.049 0.108
O -1.133176 0.656839 -1.056800 0.510 0.248 -0.072
C -0.926852 1.586967 0.064022 -0.230 0.048 -0.062
C -1.418991 0.826878 1.276888 0.068 -0.088 0.143
O -0.981147 -0.575736 1.150452 -0.159 0.048 0.146
C -1.971480 -1.555731 1.630162 0.157 0.088 0.090
C -1.961720 -2.742387 0.687319 -0.170 0.037 -0.117
O -1.804768 -2.154821 -0.649765 0.469 -0.525 0.131
H -1.761069 -4.024399 -1.577305 0.014 0.002 -0.036
H -3.108219 -2.954720 -2.034283 0.014 -0.002 -0.024
H -1.780413 -2.225031 -3.869558 -0.083 -0.029 0.047
H -0.406757 -3.164968 -3.270744 -0.026 0.002 -0.025
H -1.360841 -0.164728 -4.131362 -0.069 0.070 0.048
H 0.347863 0.176465 -3.818461 -0.038 0.006 -0.046
H -1.959231 1.616932 -2.683063 0.027 0.013 -0.034
H -0.228736 1.948108 -2.416996 0.017 -0.032 -0.022
H -1.520775 2.487287 -0.097236 -0.036 -0.042 0.003
H 0.131153 1.846205 0.096339 -0.005 -0.016 0.034
H -2.504915 0.829006 1.342899 -0.016 0.048 -0.093
H -1.000501 1.249691 2.189612 -0.023 -0.034 -0.037
H -2.941883 -1.064732 1.646202 -0.042 -0.071 -0.058
H -1.706370 -1.864266 2.640874 -0.019 0.026 -0.003
H -2.904324 -3.287905 0.740341 -0.004 0.030 0.001
H -1.135093 -3.435607 0.850510 0.003 0.030 0.028
N 2.592075 -2.230631 2.030485 0.098 -0.008 0.043
C 2.294781 -1.096390 1.424219 -0.139 0.076 -0.410
S 1.869882 -1.249399 -0.310133 0.293 -0.100 0.276
N 2.351393 0.055372 2.048016 0.059 0.159 0.080
C 2.191858 1.411331 1.557371 -0.088 -0.416 0.132
C 1.550115 2.290605 2.419359 -0.072 0.184 -0.146
C 1.380261 3.613022 2.028152 -0.004 -0.082 0.054
C 1.855415 4.038259 0.793371 0.020 0.008 -0.015
C 2.527469 3.150036 -0.037926 0.036 -0.063 -0.013
C 2.713937 1.823528 0.340912 0.060 0.218 0.031
H 2.636371 -3.086880 1.497330 -0.019 -0.017 0.043
H 3.016459 -2.247080 2.951185 -0.018 -0.026 -0.006
H 2.547463 0.012822 3.044549 0.131 -0.022 -0.023
H 1.200049 1.963939 3.392264 0.027 -0.029 0.007
H 0.898367 4.310050 2.700628 0.009 0.022 -0.010
H 1.743842 5.073429 0.499601 -0.003 -0.001 -0.003
H 2.956552 3.495851 -0.969309 -0.007 0.021 0.008
H 3.314414 1.173736 -0.278903 -0.011 -0.083 0.017
```
Forces are in eV/Å.



No. 3
C15H24N2O2 | ωB97M-V/def2-TZVPD

Its net charge is 0. For the calculated total energy, the calculation gives -23015.0435 eV. Its spin multiplicity is 1. Its structure (SMILES) is COC[C@H]1CN(c2ccccc2C)CCN1CCO. The energy above the lowest of the compared OMol25 structures with the same formula, charge and spin is 7.481 eV. The calculation puts the frontier orbital gap at 8.776 eV.

Geometry as XYZ:
```
43
Properties=species:S:1:pos:R:3:forces:R:3
C 3.056954 0.330835 -3.260154 0.246 -1.455 -2.192
O 1.687776 0.301961 -3.056116 -2.661 -0.360 1.598
C 1.199403 -0.451063 -1.852400 2.314 -0.491 -0.411
C 1.229473 0.269411 -0.453647 1.357 -0.169 -1.054
C -0.094154 0.870242 -0.028390 -1.735 1.302 0.889
N -1.076461 -0.070614 0.601949 6.618 -0.077 1.352
C -2.364325 -0.044271 0.402557 -5.228 2.314 -2.000
C -2.758782 -0.691479 -0.742705 -0.035 -3.382 -1.252
C -4.000428 -0.635232 -1.311118 -1.397 1.049 0.557
C -5.005532 0.134867 -0.713292 1.161 -0.271 1.533
C -4.665568 0.773923 0.496050 0.233 1.331 0.350
C -3.329520 0.818071 1.010586 -0.393 -2.191 -1.393
C -3.020450 1.549958 2.243801 1.326 0.144 1.240
C -0.496177 -1.082277 1.471108 0.242 0.780 0.407
C 0.733283 -1.769380 0.802935 0.873 1.444 2.679
N 1.736020 -0.589757 0.643418 -0.756 -0.515 0.234
C 3.248149 -0.794694 0.906525 -2.146 0.200 -3.042
C 4.128897 0.427656 0.734185 -1.081 0.598 2.800
O 3.700676 1.237311 1.841391 0.482 0.896 0.262
H 3.497672 -0.700344 -3.538858 -0.622 1.109 0.731
H 3.555195 0.727723 -2.409264 0.885 0.550 0.543
H 3.185761 0.914983 -4.214505 0.162 -0.161 1.247
H 1.991686 -1.272584 -1.824882 -1.479 0.350 0.306
H 0.158593 -0.812155 -1.965322 0.758 0.084 -0.795
H 1.898903 1.139719 -0.575707 -0.106 -0.316 0.133
H 0.234879 1.658986 0.701062 -0.537 -0.497 -0.091
H -0.650098 1.469939 -0.824870 0.857 -1.102 0.637
H -2.125956 -1.582194 -1.074465 -0.302 1.727 0.044
H -4.288868 -1.162243 -2.182878 0.183 -0.717 -0.731
H -6.018667 0.028994 -1.065551 -0.153 0.474 -0.061
H -5.389776 1.422560 1.068224 0.512 -0.928 -0.808
H -2.029594 1.194680 2.755204 -2.062 0.498 -0.794
H -3.917166 1.483819 2.864584 0.458 -0.095 0.555
H -2.899780 2.609133 2.046057 0.187 0.329 -0.079
H -1.257572 -1.785403 1.815959 -0.120 -0.179 -0.564
H -0.237535 -0.533485 2.417317 0.702 -0.813 -0.496
H 1.087102 -2.481278 1.568178 0.428 0.441 -0.132
H 0.465828 -2.449876 -0.013549 0.196 0.820 -0.625
H 3.517517 -1.393263 0.105469 1.060 -2.153 -1.345
H 3.346434 -1.301768 1.839379 0.228 -0.061 0.678
H 3.995450 1.064008 -0.135884 0.152 -0.659 -0.635
H 5.185907 0.195543 0.947336 -0.403 -0.130 -0.554
H 2.784849 0.979036 1.960282 -0.404 0.281 0.279
```
Forces are in eV/Å.



No. 4
C15H24N2O3S | ωB97M-V/def2-TZVPD

Its net charge is 0. For the calculated total energy, the calculation gives -35899.3042 eV. Its spin multiplicity is 1. Its structure (SMILES) is CCS(=O)(=O)N(C[C@H](C)N1CCOCC1)c1ccccc1. The energy above the lowest of the compared OMol25 structures with the same formula, charge and spin is 4.310 eV. The calculation puts the frontier orbital gap at 8.815 eV.

Geometry as XYZ:
```
45
Properties=species:S:1:pos:R:3:forces:R:3
C 1.360371 -0.430933 -4.084822 -0.164 -1.907 0.671
C 1.990563 0.569317 -3.116020 0.577 0.999 -1.457
S 0.767253 1.797521 -2.613400 -1.670 -1.100 -1.342
O 1.403689 2.873337 -1.921993 0.039 0.175 0.099
O -0.141246 2.077724 -3.778568 2.072 -0.954 3.416
N 0.043552 0.794950 -1.378346 1.737 2.639 0.698
C 0.680089 0.689208 -0.002983 -0.613 -0.161 -0.298
C -0.282907 0.886768 1.253300 1.948 -0.514 -0.913
C -0.316601 2.371293 1.529606 -0.611 -0.085 1.639
N 0.313437 0.080916 2.335138 -1.008 -1.990 -0.147
C 1.662238 0.353576 2.906473 -2.129 0.883 0.178
C 2.152128 -0.805984 3.759978 -2.112 -0.305 -0.756
O 1.182834 -1.297711 4.701990 0.484 1.361 0.711
C -0.065525 -1.646387 4.084898 0.547 1.682 1.343
C -0.700262 -0.555652 3.246221 1.771 1.484 -0.328
C -0.998040 -0.039187 -1.668294 -2.314 -1.265 0.034
C -2.164021 0.495791 -2.220806 -1.169 -3.373 -1.489
C -3.213519 -0.368687 -2.754359 2.086 0.860 2.163
C -3.184997 -1.725691 -2.366536 -1.141 0.734 0.888
C -2.171687 -2.193260 -1.490031 0.872 1.322 -2.047
C -1.009655 -1.394884 -1.295867 -0.618 -1.105 0.235
H 2.130635 -1.126866 -4.504753 -0.472 0.673 0.383
H 0.782952 -0.026882 -4.923760 0.317 0.314 0.418
H 0.661890 -1.093087 -3.482201 0.656 0.728 -0.849
H 2.899364 1.074313 -3.501227 -0.780 0.168 -0.347
H 2.387628 0.137979 -2.219156 -0.296 -0.507 0.696
H 1.139797 -0.289965 0.049176 -0.049 -0.383 0.182
H 1.492135 1.394585 0.177880 -0.118 0.235 -0.827
H -1.274607 0.470207 1.028545 0.283 0.135 0.124
H 0.665275 2.758904 1.803440 0.031 -0.216 0.409
H -1.072942 2.601238 2.312667 0.628 0.037 -0.330
H -0.551107 2.940398 0.678239 -0.670 0.587 -1.386
H 2.358131 0.418654 2.087219 0.382 0.326 -0.349
H 1.589884 1.330279 3.427584 0.584 -0.393 0.151
H 2.229740 -1.601884 3.055559 0.580 -0.927 -0.854
H 3.137870 -0.602880 4.140501 0.017 0.035 0.927
H 0.187894 -2.512747 3.537045 -0.448 -1.179 -1.064
H -0.788381 -1.827588 4.891849 0.474 -0.455 -0.064
H -1.496942 -1.095838 2.742022 -0.123 0.398 -0.697
H -1.130074 0.299078 3.811857 -0.132 -0.856 0.418
H -2.205855 1.516737 -2.377353 -0.151 1.889 -0.382
H -4.035732 0.142975 -3.251524 0.077 -0.548 -0.049
H -4.114376 -2.324449 -2.529956 1.136 0.289 -0.106
H -2.174500 -3.236212 -1.237520 0.061 -0.219 0.411
H -0.126371 -1.878974 -0.841711 -0.574 0.488 -0.112
```
Forces are in eV/Å.



No. 5
C15H24N4NiO3 | ωB97M-V/def2-TZVPD

Its net charge is +2. For the calculated total energy, the calculation gives -69077.2616 eV. Its expectation value of S² is 2.005. Its spin multiplicity is 3. The calculation puts the frontier orbital gap (spin up / spin down) at 10.552 / 8.909 eV.

Geometry as XYZ:
```
47
Properties=species:S:1:pos:R:3:forces:R:3
Ni 0.287101 -1.283649 -0.410222 -0.313 1.025 -0.058
C -4.329405 -0.246543 -2.873374 -0.021 0.217 -0.025
N -3.473454 -1.219395 -2.194358 0.112 -0.155 0.084
C -4.016683 -2.567271 -2.009100 -0.017 -0.161 -0.008
C -2.256166 -0.939657 -1.780084 -0.009 0.155 -0.154
O -1.508021 -1.788859 -1.241983 0.329 -0.075 0.184
C -1.693633 0.457319 -2.010893 -0.026 -0.095 0.056
O -0.582468 0.673253 -1.142574 0.152 -0.173 0.070
C -0.787881 1.561730 -0.048606 0.070 -0.022 0.052
C -0.768668 0.793097 1.268351 0.030 0.034 -0.073
O -0.435354 -0.414449 1.258817 0.096 -0.275 -0.059
N -1.083995 1.431396 2.375707 -0.016 -0.103 0.083
C -1.122088 0.730773 3.661295 0.023 -0.036 0.079
C -1.483078 2.835854 2.415831 -0.081 0.126 -0.080
H -5.090309 -0.785603 -3.429014 0.023 -0.039 -0.018
H -4.829594 0.406493 -2.155858 -0.004 -0.039 0.000
H -3.768782 0.357969 -3.584480 0.006 -0.048 -0.001
H -3.933145 -3.141052 -2.932885 0.001 0.060 -0.013
H -3.470386 -3.079612 -1.225538 0.009 0.021 0.021
H -5.066039 -2.495236 -1.732520 0.009 0.066 0.009
H -1.314941 0.509844 -3.033595 -0.068 0.050 -0.041
H -2.447598 1.230137 -1.875427 0.034 0.041 -0.003
H 0.031815 2.282846 -0.056465 -0.029 0.039 0.005
H -1.728726 2.100244 -0.158931 0.019 0.028 -0.051
H -1.005121 -0.335081 3.507583 -0.010 -0.014 -0.022
H -0.324811 1.096927 4.308282 0.005 0.023 -0.038
H -2.078448 0.926872 4.144163 -0.009 0.003 -0.034
H -1.047718 3.405132 1.598052 0.012 -0.019 0.040
H -2.569960 2.931558 2.387181 0.014 -0.024 -0.001
H -1.129502 3.268366 3.348592 0.043 -0.008 -0.005
N 0.946796 -4.295735 0.058018 0.131 -0.081 0.063
C 0.751885 -3.171963 -0.049070 -0.133 -0.626 0.118
H 1.138668 -5.278601 0.158045 -0.012 0.038 0.010
C 6.109528 1.091088 0.560642 0.054 0.006 0.017
C 4.757088 0.501969 0.330263 -0.140 -0.059 0.025
C 3.898972 0.197279 1.387435 0.022 -0.014 -0.070
C 2.657734 -0.347425 1.131608 0.156 -0.002 0.076
N 2.227634 -0.602338 -0.110265 -0.566 0.012 -0.223
C 3.047363 -0.332856 -1.136447 0.154 0.061 0.038
C 4.300394 0.211817 -0.956002 0.039 -0.005 -0.012
H 6.184061 1.538193 1.549487 0.016 0.010 -0.009
H 6.339380 1.844663 -0.191282 0.012 0.003 0.008
H 6.871819 0.312290 0.486067 -0.011 0.000 -0.005
H 4.198406 0.381466 2.410441 -0.004 0.006 -0.002
H 1.983833 -0.599929 1.939982 -0.038 0.027 -0.021
H 2.686877 -0.565371 -2.131370 -0.027 0.026 0.004
H 4.926620 0.412051 -1.815501 -0.035 -0.003 -0.014
```
Forces are in eV/Å.



Question: Which formula does entry 1 have?
Answer: C15H24CoN6O6